{
  "formula": "C46H41GeP2Tl",
  "method": "ωB97M-V/def2-TZVPD",
  "elements": ["Tl", "C", "C", "P", "C", "C", "C", "C", "C", "C", "C", "C", "C", "C", "C", "C", "C", "P", "C", "C", "C", "C", "C", "C", "C", "C", "C", "C", "C", "C", "H", "H", "H", "H", "H", "H", "H", "H", "H", "H", "H", "H", "H", "H", "H", "H", "H", "H", "H", "H", "H", "H", "H", "H", "H", "H", "C", "Ge", "C", "C", "C", "C", "C", "C", "C", "C", "C", "C", "C", "C", "C", "C", "C", "C", "C", "C", "H", "H", "H", "H", "H", "H", "H", "H", "H", "H", "H", "H", "H", "H", "H"],
  "coordinates": [[-0.01489, -0.10325, 1.37624], [1.21084, -1.36560, -2.20319], [-0.21145, -1.59218, -1.67321], [-0.91279, -2.67359, -0.35294], [-1.15641, -4.22539, -1.44055], [-0.64659, -4.46703, -2.71356], [-0.93136, -5.64578, -3.39909], [-1.74173, -6.61224, -2.82975], [-2.26612, -6.39065, -1.55980], [-1.97299, -5.21856, -0.88562], [0.22020, -3.61272, 0.74642], [-0.17712, -3.76218, 2.07326], [0.59178, -4.49004, 2.96040], [1.80253, -5.04424, 2.54877], [2.20455, -4.90467, 1.23296], [1.40156, -4.21056, 0.33133], [1.89604, -0.07160, -1.74715], [2.82626, -0.00064, -0.16165], [4.33910, -0.93370, -0.67033], [5.47900, -0.38796, -1.26336], [6.55703, -1.19148, -1.61047], [6.51914, -2.56027, -1.38012], [5.39559, -3.11624, -0.78224], [4.32767, -2.30769, -0.42169], [3.43694, 1.73025, -0.20997], [3.67367, 2.32007, 1.03090], [4.11962, 3.62815, 1.12960], [4.31930, 4.38137, -0.01962], [4.06716, 3.81489, -1.25977], [3.62909, 2.50057, -1.35348], [1.09642, -1.23714, -3.28498], [1.84777, -2.25172, -2.09015], [-0.81647, -2.00034, -2.48795], [-0.61816, -0.60848, -1.41430], [-0.00048, -3.73951, -3.19089], [-0.50887, -5.80554, -4.38505], [-1.96488, -7.52782, -3.36482], [-2.90682, -7.13365, -1.09860], [-2.38479, -5.05499, 0.10571], [-1.08600, -3.27251, 2.39857], [0.26872, -4.59534, 3.98911], [2.42311, -5.58280, 3.25544], [3.13920, -5.34169, 0.89882], [1.69311, -4.14793, -0.71154], [1.13054, 0.70692, -1.60018], [2.57831, 0.23042, -2.54781], [5.52525, 0.67831, -1.44884], [7.43388, -0.74475, -2.06619], [7.36104, -3.18521, -1.65400], [5.35577, -4.18114, -0.58285], [3.46801, -2.73511, 0.08012], [3.46368, 1.74739, 1.92641], [4.27826, 4.07227, 2.10471], [4.64533, 5.41229, 0.05274], [4.19594, 4.40405, -2.16056], [3.42092, 2.08468, -2.33057], [-0.24322, 1.67054, 0.33643], [-1.89815, 2.41105, 0.77713], [-2.54327, 3.73258, -0.60917], [-3.81302, 4.31014, -0.61426], [-4.20404, 5.20246, -1.60802], [-3.32277, 5.52836, -2.63135], [-2.05617, 4.95410, -2.64953], [-1.67669, 4.06835, -1.64805], [-2.06113, 3.50962, 2.47680], [-2.37187, 4.86862, 2.51283], [-2.40980, 5.57892, 3.71025], [-2.14401, 4.93658, 4.91066], [-1.82871, 3.58131, 4.89841], [-1.78095, 2.89058, 3.69615], [-3.55326, 1.24964, 0.95414], [-4.42108, 1.26207, 2.04695], [-5.47804, 0.36122, 2.15081], [-5.69526, -0.57729, 1.15246], [-4.84356, -0.60876, 0.05345], [-3.79004, 0.28991, -0.03439], [-4.51745, 4.05057, 0.17217], [-5.19741, 5.64062, -1.58923], [-3.62280, 6.22036, -3.41170], [-1.36541, 5.19830, -3.45111], [-0.69081, 3.60756, -1.64211], [-2.58417, 5.39009, 1.58490], [-2.64640, 6.63873, 3.70426], [-2.17197, 5.48551, 5.84613], [-1.60592, 3.06738, 5.82820], [-1.49308, 1.84120, 3.69306], [-4.26697, 1.98644, 2.84042], [-6.12922, 0.38834, 3.01934], [-6.51056, -1.28821, 1.23547], [-4.98431, -1.35428, -0.72226], [-3.10293, 0.22971, -0.87394]],
  "atomic_forces_ev_per_a": [[-0.1943, -0.4167, 0.6771], [0.1227, -0.2996, 0.0499], [-0.0932, 0.2200, -0.0311], [-0.3424, -0.7155, -0.1781], [-0.1744, 0.1207, 0.2339], [0.0578, -0.0261, -0.0283], [0.0389, 0.0278, -0.0263], [-0.0396, -0.0378, 0.0290], [0.0354, -0.0120, -0.0231], [-0.0024, 0.0372, 0.0052], [0.4125, 0.3346, -0.0572], [-0.0013, -0.0542, 0.0106], [0.0207, -0.0781, 0.0545], [-0.0443, -0.0084, 0.0941], [-0.0052, -0.0010, -0.1058], [-0.0045, -0.1803, -0.0687], [0.0068, 0.1712, -0.2030], [-0.0464, -0.1475, 0.0196], [0.1031, 0.0244, -0.0341], [-0.0417, 0.0076, 0.0076], [0.0392, 0.0008, -0.0205], [-0.0436, 0.0121, 0.0166], [0.0341, -0.0151, -0.0205], [-0.0479, 0.0263, 0.0247], [-0.0234, 0.0687, 0.0526], [0.0026, -0.0489, -0.0126], [0.0260, 0.0518, -0.0331], [-0.0086, -0.0310, 0.0552], [0.0020, -0.0037, -0.0519], [0.0123, -0.0060, 0.0226], [0.0217, -0.1082, -0.0332], [0.0638, 0.0966, 0.1314], [-0.0486, 0.3071, -0.1820], [-0.0503, -0.0271, -0.0229], [0.0156, 0.0111, 0.0154], [-0.0021, 0.0048, -0.0072], [-0.0048, -0.0002, -0.0049], [0.0016, -0.0081, 0.0042], [-0.0152, 0.0076, -0.0096], [0.0203, 0.0625, 0.0406], [0.0090, 0.0013, 0.0153], [0.0055, -0.0056, 0.0023], [0.0126, -0.0025, -0.0009], [0.0336, 0.0198, 0.0160], [0.0410, 0.0228, -0.0469], [-0.0239, 0.0484, -0.0054], [0.0104, -0.0046, -0.0034], [-0.0029, 0.0050, 0.0017], [0.0017, -0.0016, -0.0019], [-0.0079, -0.0005, 0.0055], [0.0190, -0.0217, 0.0055], [-0.0103, 0.0132, 0.0106], [-0.0047, -0.0068, 0.0044], [-0.0017, 0.0013, -0.0002], [-0.0040, -0.0037, -0.0025], [-0.0089, 0.0118, -0.0077], [0.0485, 0.4340, -0.2972], [0.0907, 0.1601, -0.0342], [-0.0643, -0.0482, 0.0382], [-0.0162, -0.0175, -0.0293], [-0.0117, -0.0052, 0.0122], [0.0279, -0.0125, -0.0080], [-0.0199, 0.0250, -0.0180], [0.0369, 0.0227, 0.0299], [0.0154, -0.0276, -0.1025], [-0.0283, -0.0092, -0.0111], [-0.0094, 0.0164, -0.0140], [0.0065, -0.0276, 0.0146], [-0.0058, 0.0260, 0.0135], [0.0339, -0.0353, -0.0088], [0.0591, 0.0314, 0.0324], [-0.0399, 0.0486, -0.0450], [-0.0112, 0.0108, 0.0089], [-0.0002, -0.0056, -0.0059], [0.0177, -0.0090, -0.0029], [0.0274, -0.0208, 0.0316], [-0.0016, 0.0060, 0.0023], [0.0000, -0.0073, 0.0043], [0.0007, -0.0013, 0.0009], [0.0032, 0.0008, 0.0072], [-0.0046, -0.0079, -0.0131], [-0.0001, 0.0074, 0.0090], [0.0017, -0.0019, -0.0039], [-0.0011, 0.0005, -0.0011], [-0.0036, -0.0008, -0.0032], [0.0059, 0.0039, 0.0212], [-0.0079, -0.0038, 0.0050], [0.0021, 0.0006, 0.0002], [0.0002, 0.0016, -0.0035], [-0.0117, 0.0092, -0.0030], [-0.0114, -0.0073, -0.0093]],
  "total_charge": -2,
  "fmax_ev_per_a": 0.82,
  "homo_ev": 0.780,
  "homo_lumo_gap_ha": 0.1270
}